Formula: CH7N3O
Source: OMol25
Level of theory: ωB97M-V/def2-TZVPD

Geometry (Å):
C -0.62411 -0.15278 1.16054
N 0.78013 1.09167 -1.64020
N -0.90802 -0.03606 -0.25737
N 0.11701 -0.13786 -1.28659
O -0.00395 -1.41380 1.38923
H 0.09841 0.66060 1.45631
H -1.47184 -0.31324 1.77667
H 0.16248 1.87188 -1.49483
H 1.66772 1.36051 -1.25055
H -1.58571 -0.73250 -0.54520
H 0.91911 -0.70158 -1.11354
H 0.84875 -1.49684 1.80553

Gap between HOMO and LUMO (eV): 9.07
Highest occupied orbital energy (hartree): -0.3045
Relative energy (zero: lowest compared OMol25 entry of this formula, charge and spin) (kcal per mole): 96.1
Electronic energy (eV): -7665.3555
SMILES: NNNCO

From a Löwdin analysis of the wavefunction, the atomic charges in e read: -0.270 -0.032 -0.068 -0.130 -0.089 0.130 0.103 0.055 0.047 0.101 0.083 0.069



Formula: C9H7NO2
Source: OMol25
Level of theory: ωB97M-V/def2-TZVPD

Geometry (Å):
C 2.73714 -0.30229 0.20749
C 1.54273 -0.85954 -0.31879
C 0.66718 0.27403 -0.37408
C -0.83908 0.06916 -0.29436
C -1.62021 1.21411 -0.06293
C -2.92484 1.04471 0.39777
C -3.54599 -0.14823 0.35791
C -2.84878 -1.34023 0.00287
C -1.47301 -1.17548 -0.42611
H 1.73252 -1.53838 -1.18657
H 1.21825 -1.55704 0.57158
H -1.15584 2.25975 0.02599
H -3.44813 1.93553 0.59651
H -4.51814 -0.22772 0.77905
H -3.39926 -2.26117 0.11284
H -1.01866 -2.11816 -0.59144
N 1.31299 1.36258 -0.36377
O 3.73228 -0.84749 0.67843
O 2.67115 1.01145 -0.01594

Gap between HOMO and LUMO (eV): 9.45
Highest occupied orbital energy (hartree): -0.3531
Relative energy (zero: lowest compared OMol25 entry of this formula, charge and spin) (kcal per mole): 75.5
Electronic energy (eV): -15029.0345
SMILES: O=C1CC(c2ccccc2)=NO1

From a Löwdin analysis of the wavefunction, the atomic charges in e read: -0.517 -0.063 -0.258 -0.150 -0.020 -0.103 -0.095 -0.025 -0.017 0.178 0.195 0.144 0.094 0.095 0.096 0.091 0.191 0.105 0.059



Formula: C4H12O4
Source: OMol25
Level of theory: ωB97M-V/def2-TZVPD

Geometry (Å):
C 2.99724 -1.18167 -1.04316
C 3.17590 0.03978 -0.37696
C 2.05423 0.89907 0.09385
C 1.06453 0.40504 0.84799
O 0.06219 1.39946 1.26268
H 3.75180 -1.80775 -1.28334
H 1.93064 -1.51686 -1.39272
H 4.21715 0.49855 -0.47492
H 2.28491 2.01576 -0.20790
H 1.03194 -0.57640 1.40202
H -0.64053 0.79522 1.45517
H -1.13477 1.44589 -0.79374
H -1.76850 1.84518 -2.00881
O -2.01979 1.32537 -1.21362
H -1.87939 -1.69334 2.74432
H -2.75013 -1.05134 1.45679
O -1.90359 -0.98062 1.94697
H -3.19881 0.12364 -0.72523
H -3.43525 -1.33427 -1.17579
O -3.83977 -0.65071 -0.51357

Gap between HOMO and LUMO (eV): 9.18
Highest occupied orbital energy (hartree): -0.3179
Relative energy (zero: lowest compared OMol25 entry of this formula, charge and spin) (kcal per mole): 73.0
Electronic energy (eV): -12529.9260
SMILES: C=C/C=C/O.O.O.O

From a Löwdin analysis of the wavefunction, the atomic charges in e read: 0.005 -0.194 -0.145 -0.132 -0.064 -0.013 0.092 0.108 0.150 0.143 0.015 0.051 0.079 -0.065 0.129 0.014 -0.128 0.015 0.089 -0.150



Formula: C3H9O2P2
Source: OMol25
Level of theory: ωB97M-V/def2-TZVPD

Geometry (Å):
C 1.49606 1.36583 -0.27863
C 1.18082 -1.11484 0.20278
C 0.73552 0.26207 0.42827
O -1.88016 1.44101 -1.14722
O -2.06744 1.03660 1.39558
P -2.76587 -1.24994 -0.01908
P -1.67693 0.58513 -0.00245
H 1.59104 1.26846 -1.41681
H 0.85867 2.22854 -0.04615
H 2.51012 1.58272 0.25519
H 1.29928 -1.35171 -0.89276
H 0.40071 -1.83071 0.39398
H 2.12498 -1.32116 0.78106
H 0.42907 0.65601 1.39392
H -1.51596 -1.82769 0.32774
H -2.71990 -1.73034 -1.37542

Total charge: -1
Gap between HOMO and LUMO (eV): 7.34
Highest occupied orbital energy (hartree): -0.1224
Relative energy (zero: lowest compared OMol25 entry of this formula, charge and spin) (kcal per mole): 38.8
Electronic energy (eV): -25930.3490

From a Löwdin analysis of the wavefunction, the atomic charges in e read: -0.187 -0.203 -0.414 -0.450 -0.525 0.585 0.135 0.083 0.048 0.078 0.084 0.003 0.075 0.054 -0.193 -0.173



Formula: C3H4CuO3
Source: OMol25
Level of theory: ωB97M-V/def2-TZVPD

Geometry (Å):
C 0.19376 0.84922 0.78599
O 0.98946 -0.58816 -0.94240
C -0.07354 -1.29745 -0.43098
C 1.26507 0.54893 -0.16181
O -0.66661 -0.61985 0.50761
O -0.20481 -2.47204 -0.68740
H 0.49006 0.63228 1.82534
H 1.19750 1.73093 -0.45444
H 2.22766 0.43877 0.34995
H -2.06622 3.59718 1.16217
Cu -1.22484 2.25356 0.78993

Gap between HOMO and LUMO (spin up / spin down) (eV): 9.80 / 6.45
Highest occupied orbital energy (spin up / spin down) (hartree): -0.3727 / -0.3650
Spin multiplicity: 2
Relative energy (zero: lowest compared OMol25 entry of this formula, charge and spin) (kcal per mole): 80.6
Electronic energy (eV): -53952.4357

From a Löwdin analysis of the wavefunction, the atomic charges in e read: -0.141 0.061 -0.614 -0.229 0.019 0.139 0.108 0.170 0.136 -0.175 0.525



Formula: C30H31N4O5
Source: OMol25
Level of theory: ωB97M-V/def2-TZVPD

Geometry (Å):
C -2.45017 0.30803 -4.14935
N -1.72986 -0.69741 -3.39906
C -1.97142 -2.01262 -3.81553
O -2.88719 -2.27479 -4.59300
N -1.11127 -2.98971 -3.30849
C -1.34448 -4.33232 -3.79422
C -0.34593 -2.80570 -2.14596
O 0.08826 -3.77103 -1.51914
C -0.08975 -1.40668 -1.75754
C 0.63373 -1.16937 -0.62800
C 1.21956 0.12934 -0.28410
C 0.41410 1.18639 0.16884
C 0.92053 2.45382 0.39309
C 2.30847 2.69834 0.19010
N 2.82700 3.94447 0.40717
C 2.06797 4.93991 1.13434
C 0.60656 4.94829 0.72927
C -0.01379 3.55054 0.79005
C 4.25481 4.14615 0.51473
C 5.04028 3.32656 -0.49183
C 4.58896 1.86485 -0.55719
C 3.14451 1.63620 -0.25408
C 2.60044 0.37375 -0.43717
C -0.62134 -0.32254 -2.61738
O -0.20592 0.83449 -2.64489
H -2.11293 1.28920 -3.82562
H -2.26332 0.17107 -5.21947
H -3.52097 0.18081 -3.97078
H -0.47594 -4.94193 -3.55173
H -2.24429 -4.76009 -3.33266
H -1.49947 -4.27917 -4.87231
H 0.94957 -2.04005 -0.05355
H -0.65163 1.00172 0.31092
H 2.15463 4.75550 2.22085
H 2.53336 5.90999 0.92667
H 0.06653 5.62459 1.39671
H 0.51280 5.33906 -0.29045
H -0.89541 3.52592 0.13376
H -0.39232 3.35711 1.80676
H 4.43786 5.21541 0.35725
H 4.59287 3.90225 1.53852
H 4.94222 3.77745 -1.48572
H 6.09731 3.36829 -0.21573
H 4.80742 1.47479 -1.56137
H 5.19658 1.26237 0.13509
H 3.22794 -0.45267 -0.78077
C -4.49875 -3.36021 -1.38081
C -3.30131 -3.70891 -0.54049
O -2.53818 -2.51148 -0.31261
C -1.72305 -2.62771 0.79554
C -1.49254 -1.34809 1.40624
C -1.10451 -1.24451 2.75286
C -0.28468 -2.22632 3.39230
C 0.15817 -2.04231 4.69023
C -0.22353 -0.90514 5.42187
C 0.31434 -0.67327 6.72851
N 0.77653 -0.46023 7.78397
C -1.10366 0.02890 4.84689
C -1.51867 -0.11737 3.53659
O -1.31259 -3.73114 1.14961
H -4.77790 -4.21025 -2.00843
H -5.33927 -3.16380 -0.70617
H -4.34158 -2.47575 -2.00477
H -3.62969 -4.09992 0.43238
H -2.63940 -4.44821 -1.00833
H -1.97089 -0.50258 0.93215
H -0.02908 -3.11905 2.82303
H 0.81302 -2.78391 5.15040
H -1.44422 0.87943 5.44432
H -2.19543 0.61129 3.07772

Total charge: -1
Gap between HOMO and LUMO (eV): 5.78
Highest occupied orbital energy (hartree): -0.1273
Relative energy (zero: lowest compared OMol25 entry of this formula, charge and spin) (kcal per mole): 4.1
Electronic energy (eV): -47814.0110

From a Löwdin analysis of the wavefunction, the atomic charges in e read: -0.022 0.020 -0.426 0.065 0.022 -0.019 -0.367 0.082 -0.040 0.071 -0.193 0.007 -0.134 -0.105 -0.102 -0.179 -0.172 -0.144 -0.181 -0.172 -0.154 -0.150 0.017 -0.320 0.084 0.086 0.097 0.094 0.093 0.092 0.091 0.142 0.115 0.133 0.115 0.108 0.115 0.121 0.122 0.115 0.131 0.113 0.107 0.117 0.119 0.127 -0.070 -0.243 -0.068 -0.535 -0.056 -0.225 -0.021 -0.052 -0.286 -0.228 0.091 -0.069 -0.050 0.024 0.072 0.071 0.070 0.124 0.106 0.087 0.099 0.109 0.107 0.102



Formula: C23H35Cl2N2O11PS4
Source: OMol25
Level of theory: ωB97M-V/def2-TZVPD

Geometry (Å):
C 0.68099 1.63936 3.45533
C 0.04838 0.25154 2.97332
C -1.15835 0.05479 4.08176
O -1.49964 -1.31973 4.31553
O -1.29951 -1.58407 5.64238
O 0.94629 -0.78637 3.50419
S 2.41027 -0.96185 2.81375
O 3.53401 -0.08564 3.36214
O 2.87463 -2.38510 3.09991
C 2.19018 -0.67602 0.95283
C 2.85189 0.75880 0.74622
C 2.76871 1.33949 -0.77370
C 2.77116 2.93950 -0.83843
S 2.55085 3.47641 -2.63270
C 3.21153 -1.60334 0.07790
C 2.68583 -1.91028 -1.41983
S 3.73764 -3.33486 -2.06522
C 2.47261 -4.48374 -2.78375
N 2.47467 -5.92235 -2.86908
N 1.26290 -6.17522 -3.45724
C 0.46448 -5.03477 -3.77286
O 1.28378 -3.96099 -3.31911
C 0.65574 -0.94508 0.70706
P 0.20618 -2.78912 0.90223
O -0.23091 -3.20754 2.31247
O 1.40809 -3.92640 0.53287
O -0.99019 -3.13267 -0.31257
C -0.40612 0.08700 1.44794
C -0.32595 1.43073 0.52068
C -1.46894 2.52012 0.61932
C -1.92777 3.30435 1.86783
C -3.07055 4.38517 1.86201
C -3.80779 4.77849 0.55759
C -3.34647 4.01986 -0.74191
C -2.24417 2.94263 -0.70284
S -2.19566 -0.42183 1.18300
C -2.57814 -0.41724 -0.65509
O -3.23839 0.48251 1.79733
O -2.65552 -1.75111 1.68518
H 1.61260 1.44077 4.11381
H -0.02429 2.21725 4.17336
H 0.99191 2.39883 2.68161
H -0.64737 0.37766 5.07464
H -2.01496 0.78607 3.95162
H -1.94659 -2.27999 5.92625
H 2.49265 1.59617 1.43245
H 3.98720 0.72314 0.97151
H 1.80340 0.95359 -1.27207
H 3.68299 0.98989 -1.38778
H 1.91960 3.44214 -0.26149
H 3.74704 3.39298 -0.42515
H 2.59485 4.87961 -2.65234
H 3.50929 -2.56893 0.64274
H 4.23470 -1.09024 -0.09592
H 1.60065 -2.25247 -1.47644
H 2.81922 -1.04002 -2.14582
H -0.56919 -4.94765 -4.22886
H 0.45533 -0.77804 -0.42484
H 1.02969 -4.76170 0.17753
H -1.01215 -4.11972 -0.40180
H 0.60934 2.05767 0.66956
H -0.29820 1.16958 -0.60975
H -1.45593 3.10038 2.87617
H -3.39240 4.92304 2.82790
H -4.62723 5.57853 0.52358
H -3.83760 4.29972 -1.72920
H -1.96747 2.46011 -1.72888
H -3.10119 -1.41892 -0.90043
H -3.31805 0.39967 -0.94073
H -1.62168 -0.42400 -1.28964
Cl -1.68742 -1.49482 -3.60752
C -2.45878 -0.63062 -4.95621
C -2.12038 0.84897 -4.97345
Cl -2.85381 1.75992 -3.61713
H -3.53574 -0.79496 -4.88948
H -2.09876 -1.10087 -5.87334
H -2.50646 1.29901 -5.89011
H -1.04159 1.01288 -4.94081

Gap between HOMO and LUMO (eV): 8.76
Highest occupied orbital energy (hartree): -0.3259
Electronic energy (eV): -127580.5187
SMILES: C[C@]1(COO)OS(=O)(=O)[C@@](CCCS)(CCSc2nnco2)[C@@H](P(=O)(O)O)[C@@]1(Cc1ccccc1)S(C)(=O)=O.ClCCCl

From a Löwdin analysis of the wavefunction, the atomic charges in e read: -0.027 -0.336 -0.108 -0.168 -0.032 -0.211 0.810 -0.324 -0.305 -0.369 -0.175 -0.259 -0.546 0.614 -0.193 -0.436 0.935 -0.519 0.021 -0.046 -0.067 -0.110 -0.223 0.711 -0.276 -0.176 -0.213 -0.267 -0.141 -0.161 -0.016 -0.054 -0.062 -0.067 -0.069 0.745 -0.176 -0.342 -0.329 0.115 0.100 0.076 0.146 0.134 0.135 0.097 0.138 0.095 0.119 0.069 0.093 -0.126 0.115 0.131 0.056 0.081 0.135 0.114 0.091 0.086 0.083 0.115 0.067 0.092 0.090 0.078 -0.012 0.083 0.067 -0.003 0.611 -0.631 -0.611 0.635 0.075 0.075 0.075 0.074



Formula: C24H45FGaP2
Source: OMol25
Level of theory: ωB97M-V/def2-TZVPD

Geometry (Å):
Ga -0.45616 1.13320 -2.29528
C 1.37668 -2.35403 0.60532
C 0.28144 -2.49701 1.64768
C -0.62608 -2.45812 -0.51776
C 0.81528 -2.35237 -0.63831
C -0.97829 -2.51082 0.80122
C 2.81911 -2.29504 0.90589
H 2.96872 -2.29343 1.99151
H 3.27759 -1.37893 0.49810
H 3.37270 -3.15197 0.48385
C 1.53185 -2.28941 -1.93544
H 2.55250 -2.68324 -1.82544
H 1.60799 -1.24816 -2.30402
H 1.01713 -2.87616 -2.71358
C -1.56011 -2.64858 -1.65509
H -1.71089 -3.72277 -1.87605
H -1.20892 -2.15887 -2.57099
H -2.54060 -2.23850 -1.41153
C -2.33012 -2.61316 1.38024
H -2.30847 -3.15839 2.33689
H -3.00902 -3.15047 0.70079
H -2.77643 -1.62088 1.57755
C 0.45011 -3.68116 2.59545
H 0.48069 -4.62374 2.03522
H -0.40269 -3.71143 3.28279
H 1.38643 -3.57716 3.16089
C 1.29171 2.44338 2.25073
C 1.89414 1.49805 2.98620
C 1.43370 1.00191 4.34119
C -0.01752 1.32907 4.79076
C -1.09698 0.83929 3.83566
C -1.47371 1.41424 2.68433
C -1.22904 2.85262 2.30155
C 0.16326 3.35542 2.67953
H 2.06340 1.44176 5.12707
H -0.12242 2.39538 5.02869
H 1.58685 -0.09348 4.36824
H 0.24976 3.53811 3.76368
H 1.74179 2.74690 1.30707
H 2.83319 1.02938 2.64328
H 0.31388 4.33384 2.18578
H -1.40505 2.85960 1.21093
H -1.95926 0.81931 1.90172
H -1.92853 3.61256 2.68536
H -0.16923 0.80590 5.75596
H -1.55939 -0.11356 4.14489
P 2.47491 0.99668 -2.69969
C 3.66587 -0.08849 -3.62348
H 4.51072 0.50448 -3.99472
H 3.18165 -0.56696 -4.47714
H 4.07145 -0.87208 -2.97318
C 2.56439 2.40977 -3.88043
H 3.61440 2.67394 -4.07184
H 2.03206 3.26464 -3.44609
H 2.07362 2.11524 -4.81609
C 3.84906 1.59212 -1.59090
H 4.63661 2.06332 -2.20278
H 4.29305 0.74184 -1.05049
H 3.46827 2.31797 -0.86338
P -2.97212 0.89560 -2.58745
C -3.95450 -0.23684 -1.48843
H -5.01336 0.05450 -1.58098
H -3.62279 -0.08217 -0.44575
H -3.88301 -1.29333 -1.78359
C -3.84257 2.36607 -1.93363
H -4.81162 2.42986 -2.43602
H -3.26956 3.27986 -2.11248
H -4.01727 2.20702 -0.86349
C -3.85717 0.68354 -4.20365
H -4.77969 1.26781 -4.18534
H -4.13729 -0.37181 -4.38169
H -3.22301 1.02999 -5.04811
F 0.30691 -1.33161 2.48830

Total charge: +1
Gap between HOMO and LUMO (eV): 5.96
Highest occupied orbital energy (hartree): -0.3716
Relative energy (zero: lowest compared OMol25 entry of this formula, charge and spin) (kcal per mole): 0.0
Electronic energy (eV): -99280.3535

From a Löwdin analysis of the wavefunction, the atomic charges in e read: 0.665 -0.159 -0.383 -0.195 -0.200 -0.162 -0.030 0.082 0.080 0.096 -0.048 0.088 -0.018 0.091 -0.042 0.113 0.069 0.022 -0.024 0.085 0.087 0.079 0.022 0.107 0.084 0.091 -0.112 -0.104 -0.181 -0.191 -0.098 -0.123 -0.201 -0.205 0.116 0.095 0.104 0.099 0.081 0.104 0.114 0.088 0.078 0.117 0.112 0.105 0.656 -0.298 0.047 0.043 0.039 -0.320 0.047 0.033 0.042 -0.277 0.049 0.040 0.029 0.633 -0.265 0.066 0.048 0.027 -0.273 0.052 0.044 0.051 -0.253 0.041 0.057 0.048 -0.003